(1)
ORCA calculation (the ωB97M-V functional and the def2-TZVPD basis) on an isolated molecule of C4H8O2.

Element x y z (Å)
C -1.180435 -1.106025 0.230820
C -0.280017 0.113886 0.383032
C -0.764200 1.307680 -0.416785
O -1.756747 1.307552 -1.107471
C 1.154103 -0.202332 -0.044265
O 1.944368 0.959551 0.119630
H -2.230086 -0.843615 0.384668
H -0.905740 -1.883466 0.951855
H -1.096503 -1.529110 -0.776368
H -0.246762 0.439353 1.434099
H -0.119558 2.204436 -0.337799
H 1.540267 -1.037747 0.559430
H 1.136418 -0.528840 -1.096599
H 2.804896 0.798674 -0.284248

Force components x, y, z for each atom (eV/Å):
C -0.03 -0.07 0.00
C -0.03 -0.03 -0.01
C -0.28 0.01 -0.18
O 0.38 -0.02 0.29
C -0.23 -0.33 -0.06
O 0.33 0.00 -0.06
H 0.16 -0.01 -0.01
H -0.02 0.12 -0.11
H -0.03 0.09 0.13
H 0.02 0.00 -0.14
H -0.15 -0.06 -0.04
H -0.07 0.13 -0.08
H 0.05 0.07 0.15
H -0.10 0.09 0.11

Its LUMO energy is 0.7075 eV. Its SMILES is C[C@H](C=O)CO. As for the orbital gap: 10.292 eV. The HOMO energy comes out at -9.6 eV. Its energy above the lowest of the compared OMol25 structures with the same formula, charge and spin is 112.4 kJ/mol.

---

(2)
ORCA calculation (the ωB97M-V functional and the def2-TZVPD basis) on the ion C5H7IN5O with charge +1.

Element x y z (Å)
H 1.798718 -0.277234 2.041395
N 1.615597 -0.437632 1.064867
C 2.256008 -0.995390 0.106116
N 1.750316 -0.764157 -1.106506
C 0.564452 0.018475 -1.171621
C -0.728754 -0.796190 -1.202392
O -1.026437 -1.691541 -1.935755
N -1.623151 -0.382309 -0.211042
C -1.555944 0.636994 0.684892
N -2.630737 0.858152 1.475546
N -0.456467 1.320355 0.775192
C 0.574477 1.047104 -0.002908
I 1.933150 2.722955 -0.312626
H 3.293880 -1.390028 0.017748
H 2.151043 -1.073752 -1.923576
H 0.497701 0.502370 -2.068105
H -2.443235 -0.981772 -0.201103
H -2.638552 1.539533 2.305611
H -3.332065 0.144068 1.664267

Force components x, y, z for each atom (eV/Å):
H 0.79 -0.49 -0.08
N -0.82 0.65 -1.01
C 1.41 1.05 0.32
N -1.22 0.54 1.03
C -0.62 -0.62 2.12
C 0.01 0.11 1.38
O 0.55 0.28 -0.04
N -1.81 -1.06 0.01
C -0.33 -1.01 0.36
N -0.02 0.92 1.90
N 0.74 1.73 -0.10
C 0.23 -0.52 0.34
I -0.58 -1.16 0.29
H -0.87 -0.37 0.88
H 1.16 -0.89 -1.89
H 0.35 1.70 -2.52
H -0.11 0.23 -0.10
H 0.79 -1.15 -2.16
H 0.34 0.05 -0.74

Its LUMO energy is -4.5388 eV. Its SMILES is [H]/N=C/N[C@H]1C(=O)NC(=[NH2+])N=C1I. As for the orbital gap: 8.849 eV. Its total charge is +1. The HOMO energy comes out at -13.4 eV. Its energy above the lowest of the compared OMol25 structures with the same formula, charge and spin is 117.9 kJ/mol.

---

(3)
ORCA calculation (the ωB97M-V functional and the def2-TZVPD basis) on a structure of composition C31H35CeN6O5S.

Element x y z (Å)
Ce -0.668476 0.390344 -0.276825
C 0.826381 -4.911630 1.258780
N 0.496638 -3.953973 0.188279
C 0.403062 -4.466792 -1.152753
C 0.046320 -2.737461 0.421716
O -0.136999 -1.902551 -0.525005
C -0.204769 -2.275395 1.876530
O -0.448081 -0.868724 1.929756
C -1.099842 -0.387733 3.134961
C -1.606521 1.002845 2.848335
O -2.018047 1.256924 1.647091
N -1.602426 1.926489 3.835970
C -2.248453 3.204906 3.693390
C -1.385797 1.527674 5.199534
H 1.634936 -5.553315 0.891887
H -0.091167 -5.471124 1.560137
H 1.175439 -4.417236 2.163811
H 1.008338 -3.829844 -1.737178
H -0.666829 -4.376139 -1.434757
H 0.732917 -5.462557 -1.155950
H 0.659901 -2.494929 2.497349
H -1.102435 -2.806239 2.310862
H -0.405975 -0.433129 3.917530
H -1.910952 -1.101643 3.344993
H -1.549789 3.979437 4.022710
H -3.192782 3.235661 4.286276
H -2.489343 3.367733 2.646264
H -2.168236 0.864694 5.609663
H -1.310605 2.393958 5.852074
H -0.423846 0.929258 5.280998
C 6.722876 -0.078268 2.670175
C 5.569717 0.427824 1.909864
C 5.239340 -0.043839 0.608788
C 4.068246 0.431792 -0.035300
C 3.355743 1.463867 0.595919
C 3.671118 1.953221 1.856077
C 4.738028 1.355548 2.526824
S 2.011652 2.085333 -0.240425
O 2.224126 3.392005 -0.831384
O 0.867302 1.946781 0.735506
N 1.364421 1.006138 -1.345800
C 1.712633 0.846549 -2.665567
C 2.730457 1.458358 -3.397056
C 2.954838 1.139506 -4.747309
C 2.141003 0.220535 -5.414250
C 1.100588 -0.442399 -4.753921
C 0.143992 -1.294898 -5.337121
C -1.003035 -1.625728 -4.637638
C -1.231771 -1.056217 -3.417974
N -0.305285 -0.366524 -2.757784
C 0.836996 -0.035643 -3.411067
H 6.648574 -1.156993 2.852427
H 6.808386 0.372784 3.651215
H 7.682476 0.081017 2.131309
H 5.916920 -0.764024 0.199777
H 3.703666 -0.055439 -0.964964
H 3.043013 2.676413 2.367189
H 4.905669 1.613991 3.604144
H 3.313288 2.202279 -2.853524
H 3.738977 1.660988 -5.304965
H 2.175436 0.107273 -6.507746
H 0.361965 -1.660195 -6.366478
H -1.813966 -2.225503 -5.087242
H -2.217778 -1.175838 -2.964247
N -4.155701 3.122955 -1.571645
C -2.889263 2.652345 -1.648314
N -2.739482 1.361032 -1.484252
C -4.059081 0.859824 -1.330781
C -4.467245 -0.402730 -0.925476
C -5.834480 -0.573323 -0.703371
C -6.706107 0.519833 -0.646888
C -6.312861 1.820765 -0.937153
C -4.968734 2.010574 -1.254058
H -4.500856 4.058041 -1.811155
H -2.029295 3.307215 -1.761360
H -3.846431 -1.301877 -0.864956
H -6.228574 -1.594180 -0.528471
H -7.741381 0.353398 -0.433143
H -6.952682 2.715924 -0.902858

Force components x, y, z for each atom (eV/Å):
Ce -0.15 0.56 -0.84
C -0.74 -0.08 0.27
N -0.31 0.17 1.90
C -1.54 1.08 0.12
C 0.39 1.33 -0.22
O -0.26 -1.56 1.50
C -0.68 -0.42 0.47
O -0.25 0.03 -0.45
C -0.40 -1.05 -1.54
C -0.98 1.89 -1.66
O 1.11 -0.61 2.59
N -0.54 -1.87 -1.14
C -0.65 0.73 -0.39
C 1.49 -1.68 1.22
H -0.43 -0.01 0.17
H 0.80 0.01 -0.43
H 0.13 0.12 -0.20
H 0.54 0.40 -1.24
H 0.74 -0.28 -0.34
H 0.38 -1.26 -0.20
H 0.08 -0.13 0.09
H 0.86 0.25 -0.51
H 1.00 0.01 1.16
H -0.14 0.50 0.17
H -0.26 -0.04 0.06
H 0.74 0.00 -0.32
H 0.00 0.04 0.05
H 0.02 0.40 -0.32
H 0.08 0.03 -0.19
H -1.01 0.98 0.10
C 1.39 -0.86 -0.03
C -1.03 0.11 -0.93
C -0.93 1.23 0.99
C 1.18 -0.72 0.49
C 1.03 -0.98 -0.45
C 0.25 -0.65 0.42
C -0.42 0.74 0.83
S -3.45 0.29 -2.58
O 0.17 -1.20 1.06
O 0.55 0.63 0.15
N 1.05 1.05 1.79
C 0.66 -0.23 -2.19
C -0.35 -0.29 1.45
C -0.76 -0.61 -0.99
C 1.08 0.78 -0.70
C -0.83 0.93 1.33
C 0.32 -0.50 -0.73
C -0.24 -0.55 -2.13
C 0.24 0.40 1.52
N -0.93 0.07 -0.44
C 0.24 0.07 0.76
H 0.00 0.08 -0.18
H 0.00 0.26 0.05
H -0.58 -0.05 0.29
H -0.07 -0.42 -0.54
H 0.41 0.72 0.64
H 0.11 0.03 -0.25
H 0.01 -0.09 -1.22
H 0.16 -0.13 -0.46
H -0.35 -0.18 0.26
H 0.48 -0.11 0.58
H -0.47 0.23 0.88
H 0.71 0.33 0.16
H 0.30 -0.02 0.20
N -0.73 -0.92 0.35
C 0.65 0.63 -0.09
N -1.16 0.03 -0.11
C -0.08 2.16 1.63
C -0.87 -0.45 -0.62
C 0.02 -0.38 0.47
C -0.01 0.18 -0.55
C 0.74 0.97 -0.10
C 1.31 -1.98 -0.98
H 0.50 -0.62 0.29
H -0.31 0.09 -0.22
H 0.16 0.50 -0.20
H 0.28 0.86 0.02
H -0.39 -0.15 0.14
H -0.04 -0.80 0.09

Its LUMO energy (alpha / beta) is -4.7771 / -4.7699 eV. As for the orbital gap (alpha / beta): 7.383 / 7.390 eV. Its total charge is +2. The multiplicity is 2. The expectation value of S² is 0.751. The HOMO energy (alpha / beta) comes out at -12.2 / -12.2 eV. Its energy above the lowest of the compared OMol25 structures with the same formula, charge and spin is 42.3 kJ/mol.

---

(4)
ORCA calculation (the ωB97M-V functional and the def2-TZVPD basis) on the ion C5H12O2P with charge +1.

Element x y z (Å)
O 1.596055 1.665060 1.355338
C 0.588608 2.158572 1.865334
O -0.713025 2.069516 1.397207
C -0.780802 1.805527 -0.017503
C -1.335397 0.315374 -0.216339
C -0.518840 -0.522082 -1.304447
C -0.147768 -1.991909 -0.801194
P 1.506547 -1.871408 0.148759
H 0.723830 2.691452 2.865207
H -1.583547 2.494238 -0.449177
H 0.159182 2.026292 -0.598717
H -2.421136 0.351744 -0.564724
H -1.360318 -0.168661 0.815735
H -1.160577 -0.562549 -2.242415
H 0.433174 0.057776 -1.528820
H -0.930672 -2.472506 -0.146571
H 0.099422 -2.626653 -1.717472
H 2.555114 -2.513261 -0.599928
H 1.400962 -2.409409 1.465461
H 1.889189 -0.497114 0.274266

Force components x, y, z for each atom (eV/Å):
O -2.42 0.70 0.27
C 1.18 -0.73 0.43
O 2.73 0.86 -0.01
C -1.99 -0.58 -1.50
C -0.05 0.10 -0.13
C -0.39 0.43 0.59
C 0.72 0.40 -0.85
P -0.85 0.19 -0.58
H -0.93 -0.53 -1.24
H 1.18 -0.68 0.87
H -0.74 -0.41 1.06
H 1.44 0.02 0.59
H 0.22 0.46 -1.33
H 1.10 -0.23 1.10
H -1.12 -0.84 -0.04
H 0.91 0.51 -0.77
H -0.44 0.55 1.40
H -0.65 0.27 0.70
H 0.30 0.14 -0.67
H -0.20 -0.61 0.09

Its LUMO energy is -3.5101 eV. As for the orbital gap: 10.750 eV. Its total charge is +1. The HOMO energy comes out at -14.3 eV. Its energy above the lowest of the compared OMol25 structures with the same formula, charge and spin is 365.5 kJ/mol.

---

Q: Among the records above, which one has the lowest energy above the lowest of the compared OMol25 structures with the same formula, charge and spin?
A: C31H35CeN6O5S

---

Q: What is the energy above the lowest of the compared OMol25 structures with the same formula, charge and spin in the second record?
A: 117.9 kJ/mol

---

Q: energy above the lowest of the compared OMol25 structures with the same formula, charge and spin of number 3 (C31H35CeN6O5S)?
A: 42.3 kJ/mol